This record from the OMol25 dataset describes an isolated molecule of C3H6N4O in a non-equilibrium geometry. The level of theory is ωB97M-V/def2-TZVPD.

XYZ file:
```
14
C3H6N4O (ωB97M-V/def2-TZVPD)
O -1.09942 -1.29329 0.12107
N -1.53262 0.87871 -0.01303
N 2.25090 -0.45738 0.06081
N 1.10139 -1.23252 -0.08264
N -2.01861 -0.27694 0.12880
C 0.80277 1.93525 0.06469
C 0.07272 -0.56008 -0.21095
C -0.28828 0.92585 -0.17463
H 2.96660 -0.88830 -0.74143
H -2.76173 -0.55636 -0.43476
H 0.62288 3.10654 -0.19965
H 2.84137 -0.92474 0.94688
H 1.04370 1.66455 1.19588
H 1.95186 1.75534 -0.46772
```

Values from the calculation:
- Kohn-Sham gap: 9.22 eV
- Highest occupied orbital energy: -0.307 Eh
- F_max: 6.6 eV/Å
- ΔE to the lowest compared entry with this formula, charge and spin: 160.6 kcal per mole
- DFT total energy: -411.95294 hartree

Want to see where the charge sits? The natural (NBO) charges in e are: -0.320, -0.200, -0.689, -0.359, -0.114, -0.686, 0.443, 0.084, 0.346, 0.368, 0.242, 0.353, 0.248, 0.283



This record from the OMol25 dataset describes a structure of composition C19H28IN11O3Pt. The level of theory is ωB97M-V/def2-TZVPD.

XYZ file:
```
63
C19H28IN11O3Pt (ωB97M-V/def2-TZVPD)
Pt -0.15562 -0.52521 -0.10278
I -3.72181 -5.09227 -3.39765
O 1.19765 0.76557 1.12244
O 0.01412 -3.50399 2.73333
O 0.50660 -2.30266 1.02179
N -1.83589 3.61772 -1.88272
N -1.91852 0.84864 3.30954
N -0.75074 -3.60165 -0.97225
N -0.82456 -1.41740 2.50876
N -1.77857 -2.59006 4.39012
N -0.98066 1.40111 -0.98999
N -1.35460 -2.39782 -1.23403
N 3.67983 -0.89469 -1.92437
N 1.58730 -0.76799 -1.34626
N -2.07474 -0.34609 4.06191
N -0.10771 -2.45342 2.15220
C 2.43440 0.56036 1.32004
C -2.42018 -4.07471 -2.29191
C 1.65332 -1.16309 -2.66166
C -2.67537 2.51285 -2.44850
C -0.40574 3.44644 -2.30198
C 0.09440 2.09539 -1.74331
C 2.83391 -0.61515 -0.90696
C -2.36209 -2.67006 -2.02558
C 2.96030 -1.24199 -3.03104
C 3.28800 -0.20547 0.42025
C -1.33764 -4.61673 -1.56550
C -1.93759 3.62841 -0.38615
C 5.09846 0.03618 2.01755
C -2.13443 1.17484 -1.89028
C 3.02449 1.12018 2.51096
C 4.58065 -0.46721 0.81677
C -1.41330 2.27150 0.13625
C 4.31425 0.85696 2.85336
C -1.55683 -1.50177 3.67154
H 0.93271 2.24522 -1.06617
H -2.60945 2.56958 -3.53312
H -2.17993 4.51069 -2.24289
H -1.80902 0.52761 -2.70380
H -0.94445 1.12656 3.40296
H -2.31741 -2.55039 5.24305
H -2.91067 0.66567 -1.32006
H -3.70659 2.69763 -2.15473
H 4.68587 -0.81439 -1.89669
H 0.01907 -3.60115 -0.30020
H 3.42460 -1.50398 -3.96665
H -2.18195 1.74569 0.70105
H 0.42393 1.44541 -2.55122
H -1.34862 4.46895 -0.02461
H -2.98052 3.80091 -0.12802
H -2.47052 1.54824 3.79623
H -3.02266 -1.90361 -2.39825
H 0.77341 -1.36603 -3.24757
H 0.15672 4.29209 -1.91166
H -0.37470 3.48439 -3.38906
H 4.73835 1.26111 3.76259
H -1.28303 -3.44191 4.18218
H -2.71518 -0.32074 4.84121
H 5.22835 -1.08171 0.20448
H -0.55491 2.41664 0.78815
H -0.99521 -5.63644 -1.46215
H 2.38373 1.72823 3.13545
H 6.11701 -0.20095 2.29563
```

Values from the calculation:
- Kohn-Sham gap (alpha / beta): 8.42 / 4.70 eV
- Highest occupied orbital energy (alpha / beta): -0.682 / -0.696 Eh
- F_max: 0.3 eV/Å
- ΔE to the lowest compared entry with this formula, charge and spin: 49.5 kcal per mole
- Charge: +4
- DFT total energy: -1984.23519 hartree
- 2S+1: 5

Want to see where the charge sits? The natural (NBO) charges in e are: 1.286, 0.912, -0.636, -0.342, -0.583, -0.328, -0.636, -0.299, -0.444, -0.732, -0.457, -0.294, -0.466, -0.547, -0.380, 0.618, 0.437, -0.382, -0.110, -0.252, -0.252, -0.259, 0.354, 0.021, -0.013, -0.118, 0.086, -0.252, -0.035, -0.253, -0.146, -0.167, -0.272, -0.192, 0.615, 0.246, 0.255, 0.470, 0.229, 0.373, 0.436, 0.234, 0.256, 0.457, 0.477, 0.273, 0.250, 0.239, 0.255, 0.254, 0.392, 0.249, 0.230, 0.257, 0.255, 0.270, 0.457, 0.425, 0.239, 0.252, 0.290, 0.236, 0.263



This record from the OMol25 dataset describes a structure of composition C23H19Cl5CoNSSi. The level of theory is ωB97M-V/def2-TZVPD.

XYZ file:
```
51
C23H19Cl5CoNSSi (ωB97M-V/def2-TZVPD)
Co -0.12356 0.55044 0.32836
Cl -0.03442 4.92474 -3.27980
Cl -0.13752 1.89206 -2.56169
Cl 0.19179 7.06269 -1.00804
Cl 0.25733 3.12432 2.68726
Cl 0.35165 6.14696 1.96602
S 4.03692 -0.26891 1.62462
Si -2.00049 -1.69759 -0.87447
N 1.89757 0.02931 0.23843
C 0.15090 3.59277 1.00469
C -0.94845 -0.43764 3.14081
C 0.75784 -0.97778 4.77410
C 4.21962 -0.00109 -0.07939
C 2.84626 0.31919 -2.03231
C -1.98544 -0.02800 -0.15522
C -0.58568 -0.81057 4.42602
C 5.26436 0.24917 -2.20207
C -3.74166 -2.36236 -1.15934
C 3.99991 0.37601 -2.79183
C 0.13298 5.37836 -0.61409
C 2.95553 0.13489 -0.65694
C 0.02539 4.42394 -1.62003
C 0.19958 4.95755 0.71207
C 0.00245 -0.19218 2.14216
C -0.02296 3.07867 -1.26412
C 0.02825 2.59887 0.03977
C -1.15457 -1.72014 -2.55093
C 1.72872 -0.78071 3.81022
C -1.13932 -2.94140 0.23160
C 5.38519 0.05727 -0.83786
C 2.30698 -0.20047 1.44262
C 1.34362 -0.40187 2.52343
H 3.92149 0.52199 -3.86214
H -1.22193 -2.70987 -3.01703
H 1.86568 0.42422 -2.48136
H -0.09254 -1.46044 -2.46000
H -4.27769 -2.45294 -0.20840
H -4.31378 -1.68522 -1.80248
H 6.35786 -0.04358 -0.37160
H -1.65008 -3.00529 1.19925
H -3.72602 -3.35139 -1.63491
H 2.77815 -0.92689 4.05426
H -1.62047 -0.99243 -3.22509
H -0.10620 -2.63400 0.42933
H 6.15489 0.30098 -2.81632
H -2.38675 0.69709 -0.87444
H -2.00353 -0.32158 2.91019
H 1.03356 -1.26326 5.78148
H -1.35346 -0.97436 5.17557
H -2.63319 -0.00509 0.73148
H -1.12650 -3.94225 -0.21714
```

Values from the calculation:
- Kohn-Sham gap (alpha / beta): 6.95 / 6.37 eV
- Highest occupied orbital energy (alpha / beta): -0.166 / -0.145 Eh
- F_max: 0.7 eV/Å
- ΔE to the lowest compared entry with this formula, charge and spin: 0.0 kcal per mole
- Charge: -1
- DFT total energy: -5314.08484 hartree
- 2S+1: 2

Want to see where the charge sits? The natural (NBO) charges in e are: 0.949, 0.011, -0.024, 0.017, -0.006, 0.013, 0.372, 1.653, -0.534, -0.098, -0.272, -0.268, -0.244, -0.229, -1.361, -0.188, -0.225, -1.112, -0.205, -0.106, 0.196, -0.085, -0.088, -0.216, -0.099, -0.319, -1.116, -0.202, -1.118, -0.219, 0.131, -0.128, 0.210, 0.218, 0.242, 0.227, 0.223, 0.223, 0.213, 0.231, 0.215, 0.196, 0.228, 0.237, 0.207, 0.219, 0.203, 0.199, 0.195, 0.219, 0.216



This record from the OMol25 dataset describes an isolated molecule of C5H12N2 in a non-equilibrium geometry. The level of theory is ωB97M-V/def2-TZVPD.

XYZ file:
```
19
C5H12N2 (ωB97M-V/def2-TZVPD)
N -0.16529 -0.10906 1.37920
N -0.74499 -0.34451 0.03945
C -0.59062 -1.19993 2.23646
C 0.45532 0.87582 -1.88144
C -0.74618 0.94746 -1.00570
C -0.91749 0.67353 -2.45933
C 1.30170 -0.02350 1.26460
H 0.01769 -0.91640 -0.36124
H -0.06883 -1.02748 3.20587
H 1.38025 0.84263 0.64016
H -0.33320 -2.25854 1.81224
H -1.67031 -1.11615 2.36586
H -0.85527 1.81786 -0.29774
H 0.94876 -0.00992 -1.84099
H -1.46639 1.31795 -3.16273
H 1.14850 1.68776 -2.13538
H -0.96577 -0.37994 -2.64820
H 1.69597 0.15268 2.20099
H 1.57618 -0.93027 0.64793
```

Values from the calculation:
- Kohn-Sham gap: 9.93 eV
- Highest occupied orbital energy: -0.323 Eh
- F_max: 5.0 eV/Å
- ΔE to the lowest compared entry with this formula, charge and spin: 99.1 kcal per mole
- DFT total energy: -307.07144 hartree

Want to see where the charge sits? The natural (NBO) charges in e are: -0.285, -0.468, -0.413, -0.447, -0.074, -0.427, -0.429, 0.298, 0.196, 0.206, 0.159, 0.215, 0.243, 0.192, 0.235, 0.218, 0.223, 0.206, 0.152



This record from the OMol25 dataset describes a structure of composition C45H36BF13InN3O3PS4 in a non-equilibrium geometry. The level of theory is ωB97M-V/def2-TZVPD.

XYZ file:
```
107
C45H36BF13InN3O3PS4 (ωB97M-V/def2-TZVPD)
In 0.04749 -0.34502 0.66840
S -2.93632 -1.73479 -4.60396
S -2.15247 1.63688 -3.43962
S 4.85142 -0.88350 3.85352
S -0.40674 1.92162 -0.34761
P -1.85092 2.49482 -1.71154
F 2.33672 1.40234 4.59240
F 2.10663 -4.09458 -0.31290
F 0.05387 -5.06038 -0.70791
F 0.99804 4.24421 0.95548
F 0.23943 1.87231 4.35617
F 0.71884 -4.62775 1.45581
F 0.17727 -2.88870 0.04967
F 3.44338 3.28829 1.09336
F 1.19418 4.99031 2.96105
F 1.63490 3.40772 4.95503
F 4.00387 1.92673 2.66342
F 3.65458 4.00818 3.12608
F -0.45376 3.68698 2.46851
O -1.52221 4.06817 -1.83546
O 1.37098 1.53386 1.89353
O -3.25443 2.56108 -0.95711
N -2.45901 -1.46387 1.04166
N 0.44837 -1.00282 -1.75951
N 2.33250 -0.71294 0.20665
C 7.37952 -0.96481 3.51017
C 3.20879 2.97650 2.37834
C -0.11262 -2.80556 4.98080
C 6.43861 -0.87040 4.48877
C -5.05424 -0.48192 -1.31075
C 0.19793 4.42491 -3.53197
C -3.38652 -2.25889 -6.16602
C 2.67888 -1.32132 -0.93784
C 3.21221 -0.60795 1.17872
C 6.80544 -1.05393 2.21968
C 1.69048 -1.47489 -1.96430
C -4.33731 -2.73563 0.16882
C -3.94309 -0.43740 -0.51839
C -1.27247 -2.08813 -4.89760
C -5.82834 -1.65588 -1.38864
C 3.97375 -1.83317 -1.13349
C -1.08161 -2.26857 2.82879
C -3.99763 2.13841 1.27625
C -3.92081 -3.83742 0.94554
C 1.69080 2.60343 2.59723
C 0.85391 3.89476 2.24211
C 0.90123 -1.89000 4.75460
C 3.36339 -2.67497 -3.30859
C -5.47821 -2.75888 -0.66100
C 1.47573 2.34163 4.14405
C 4.29499 -2.51224 -2.34937
C -2.85564 -3.70192 1.77919
C -0.22983 -1.87491 -3.89419
C 0.90637 -1.14907 3.57997
C -3.54658 -1.56158 0.23238
C -0.47424 -1.20135 -2.67353
C -2.14860 -2.47333 1.82823
C 4.89322 -1.71028 -0.08860
C -2.31624 -2.67996 -6.89375
C -3.39242 3.17106 0.34309
C -0.21025 4.61688 -2.07962
C 1.04831 -2.34637 -4.10237
C -4.25768 4.41114 0.20038
C -1.09554 -2.98990 4.02513
C 5.43733 -1.01698 2.23303
C -1.10881 -2.58540 -6.16580
C -0.06802 -1.34337 2.61824
C -0.29147 6.07931 -1.68328
C 4.52300 -1.10968 1.09693
C 2.04051 -2.15897 -3.13875
B 0.77538 -4.20696 0.12603
H 1.68092 -0.41980 3.41973
H -2.51811 -4.53648 2.37417
H 5.29369 -2.91603 -2.46102
H 7.38691 -1.12099 1.31087
H -2.38368 -3.04290 -7.90898
H 1.14989 4.92325 -3.72063
H 0.50258 4.10714 -1.42826
H -4.39891 4.87449 1.17760
H -3.35656 0.46487 -0.42281
H -1.46014 -0.80438 -2.46329
H -0.13540 -3.37716 5.90023
H -4.94393 1.77979 0.86701
H 1.30002 -2.89022 -5.00346
H -4.46224 -4.77391 0.88235
H -4.16894 2.58286 2.25725
H 5.88875 -2.12131 -0.20437
H -5.32759 0.39302 -1.88619
H 0.30269 3.36446 -3.75793
H 8.44337 -0.96677 3.69810
H -0.53988 6.16113 -0.62474
H -4.41965 -2.21818 -6.47268
H -2.40548 3.45279 0.71213
H -0.56888 4.83509 -4.19144
H 0.66780 6.56855 -1.85381
H -3.78097 5.12851 -0.46757
H 2.88267 -0.05921 2.04705
H -1.06090 6.58591 -2.26882
H -0.14901 -2.87004 -6.57088
H 1.69328 -1.74779 5.48043
H -5.22973 4.13968 -0.21571
H -1.90236 -3.68333 4.22688
H -6.08252 -3.65856 -0.68797
H -3.31960 1.29117 1.39188
H -6.70364 -1.67693 -2.02624
H 6.58655 -0.78900 5.55356
H 3.58078 -3.22488 -4.21617
```

Values from the calculation:
- Kohn-Sham gap: 7.39 eV
- Highest occupied orbital energy: -0.218 Eh
- F_max: 1.1 eV/Å
- ΔE to the lowest compared entry with this formula, charge and spin: 7.9 kcal per mole
- Charge: -1
- DFT total energy: -5574.34105 hartree

Results of the Mulliken charge analysis, in e, for atoms 1 through 99: 0.763, 0.152, -0.424, 0.154, 0.101, 0.341, -0.193, -0.379, -0.349, -0.169, -0.225, -0.446, 0.009, -0.242, -0.289, -0.282, -0.082, -0.274, -0.234, -0.115, -0.005, -0.359, 0.238, 0.708, 0.603, -0.629, 0.333, -1.124, -0.524, -0.493, -1.477, -0.514, -0.645, 0.517, -0.639, -0.376, 1.379, 0.581, 0.577, -0.925, 1.119, 0.882, -1.308, -1.548, 0.375, -0.023, -1.155, -0.964, -0.723, 0.423, -1.116, -0.659, 0.313, 1.287, -0.817, -0.331, 0.565, -0.972, -0.598, 1.568, 1.433, -0.851, -1.699, -0.568, 0.322, -0.603, -0.450, -1.631, 0.600, 0.944, 0.264, -0.285, 0.567, 0.401, 0.410, 0.390, 0.461, -0.248, 0.413, -0.051, -0.018, 0.369, 0.279, 0.318, 0.385, 0.541, 0.395, 0.474, 0.240, 0.391, 0.329, 0.423, -0.110, 0.320, 0.405, 0.337, -1.073, 0.386, 0.365



This record from the OMol25 dataset describes a cluster of 2 separate species, C4H14N2O in total in a non-equilibrium geometry. The level of theory is ωB97M-V/def2-TZVPD.

XYZ file:
```
21
C4H14N2O (ωB97M-V/def2-TZVPD)
O 1.29538 -2.52280 0.22660
N -0.16829 -0.63839 -1.45831
N 0.91593 0.99436 0.83840
C -0.75221 0.68187 -0.97467
C -0.49514 0.79760 0.52159
C -2.24023 0.78536 -1.29942
C 1.13455 0.54497 2.22287
H 1.22885 -1.87938 -0.49207
H 2.09178 -3.05742 0.18617
H -0.15995 1.39906 -1.54873
H -0.90327 -0.12622 0.98546
H 2.20156 0.63088 2.42785
H 0.72168 -0.47958 2.34731
H -2.68715 -0.11479 -0.87920
H 0.42646 -0.33575 -2.22895
H -2.37779 0.94476 -2.35598
H -1.12103 1.60290 0.90909
H -0.92093 -1.18574 -1.88810
H 1.44009 0.33160 0.27485
H -2.64284 1.74699 -0.91018
H 0.70656 1.20523 2.98778
```

Values from the calculation:
- Kohn-Sham gap: 9.86 eV
- Highest occupied orbital energy: -0.328 Eh
- F_max: 1.5 eV/Å
- ΔE to the lowest compared entry with this formula, charge and spin: 30.8 kcal per mole
- DFT total energy: -345.52706 hartree

Want to see where the charge sits? The natural (NBO) charges in e are: -0.976, -0.871, -0.612, -0.049, -0.229, -0.630, -0.422, 0.495, 0.468, 0.183, 0.169, 0.198, 0.185, 0.212, 0.358, 0.215, 0.186, 0.365, 0.349, 0.220, 0.188



This record from the OMol25 dataset describes a cluster of 2 separate species, C6H7F in total in a non-equilibrium geometry. The level of theory is ωB97M-V/def2-TZVPD.

XYZ file:
```
14
C6H7F (ωB97M-V/def2-TZVPD)
F 2.70635 -0.53272 -0.59881
C 1.75830 0.31343 -0.87922
C 0.88547 -1.73471 2.06116
C 0.37226 0.44789 -1.31163
C -0.71945 0.06161 -0.21164
C 1.47252 1.56921 -1.06105
C -0.23436 -1.81554 2.51594
H 1.71090 -1.76355 1.43488
H 0.15005 0.14880 -2.27952
H -0.79914 -1.07992 -0.30426
H -1.17645 -2.06243 2.89313
H -1.68863 0.73499 -0.23241
H 1.57701 2.59537 -1.12937
H -0.34065 0.16895 0.89948
```

Values from the calculation:
- Kohn-Sham gap: 10.43 eV
- Highest occupied orbital energy: -0.344 Eh
- F_max: 3.9 eV/Å
- ΔE to the lowest compared entry with this formula, charge and spin: 116.7 kcal per mole
- DFT total energy: -332.46355 hartree

Want to see where the charge sits? The natural (NBO) charges in e are: -0.291, 0.410, -0.229, -0.243, -0.663, -0.290, -0.230, 0.231, 0.182, 0.220, 0.230, 0.216, 0.229, 0.228